Record 1
81
Properties=species:S:1:pos:R:3:forces:R:3 method="wB97M-V/def2-TZVPD" orbital_gap_ha="0.339 / 0.344" s_squared=0.75 multiplicity=2 homo_energy_ev="-8.61 / -9.22" molar_mass_g_mol=479.7
C 3.34505 -1.05805 4.75102 0.34 -0.71 -1.13
C 2.23301 -1.78170 4.00278 1.24 0.91 0.14
O 1.60158 -2.61099 4.55840 -1.40 -1.23 0.52
N 2.08290 -1.41021 2.62195 -0.19 0.73 0.27
C 2.62737 -2.36155 1.70707 1.09 1.37 -0.71
C 3.79530 -1.87557 0.87111 -0.10 0.25 0.56
O 2.28049 -3.48760 1.61092 -0.90 -1.75 0.26
C 0.74912 -0.81993 2.25666 0.28 -0.69 -0.02
C 0.36230 0.23821 3.29558 0.33 0.25 -0.02
C 1.36037 1.38078 3.56339 -0.97 0.34 0.14
F 2.51463 1.34808 2.81863 0.39 -0.10 -0.10
C -0.34482 -1.94211 2.32498 -0.03 0.68 -0.74
C -1.21243 -2.22019 1.06960 -1.61 -1.37 0.42
C -2.68152 -2.29709 1.56384 0.54 -0.06 0.31
C -0.94715 -3.62471 0.46172 0.04 0.48 -0.34
N -1.18552 -1.15591 0.04470 0.86 0.75 1.51
O -1.93439 -0.15890 0.37077 -0.32 -0.09 -0.41
C 0.16431 -0.67924 -0.32920 0.16 0.94 -1.22
C -0.05304 0.48864 -1.32007 0.39 -0.44 0.06
C 0.99509 -1.68697 -1.11935 -0.13 -0.14 0.69
C 0.88644 -0.08188 0.89223 -0.57 -0.64 0.09
H 2.99258 -0.16087 5.23609 -0.05 0.19 0.15
H 3.78681 -1.76277 5.44065 -0.16 0.01 0.53
H 4.11331 -0.82038 4.02234 0.11 0.47 -0.02
H 4.67893 -2.28897 1.35207 0.22 -0.14 0.01
H 3.74374 -2.26110 -0.13594 -0.01 -0.09 -0.20
H 3.90262 -0.80087 0.91069 -0.06 0.24 -0.17
H 0.07817 -0.20526 4.24377 0.17 -0.33 0.20
H -0.55102 0.68624 2.91976 -0.26 -0.02 -0.15
H 0.86916 2.32739 3.35009 0.00 0.21 -0.19
H 1.59733 1.42523 4.61963 0.42 -0.14 0.19
H 0.09820 -2.87332 2.62822 0.39 -0.21 0.03
H -1.02380 -1.69537 3.13010 -0.14 0.21 0.17
H -2.79835 -3.24154 2.08429 -0.06 -0.21 0.08
H -3.37367 -2.25955 0.73500 -0.21 0.01 -0.19
H -2.90388 -1.52628 2.28773 -0.21 0.40 -0.12
H -0.76680 -3.54446 -0.60229 0.31 -0.13 -0.20
H -0.14961 -4.15417 0.96765 0.34 0.02 -0.14
H -1.83219 -4.23907 0.54823 -0.25 -0.13 0.09
H -0.79817 0.18552 -2.04753 -0.16 0.11 -0.17
H -0.33049 1.40868 -0.82841 -0.26 0.15 0.04
H 0.88774 0.65446 -1.84107 0.07 0.14 -0.09
H 1.95723 -1.22104 -1.28424 0.26 0.07 -0.18
H 0.52579 -1.85671 -2.07941 -0.12 -0.25 -0.22
H 1.17124 -2.62332 -0.60244 -0.02 -0.18 -0.01
H 0.46972 0.90755 1.02043 -0.16 0.23 0.09
H 1.91641 0.08359 0.61250 0.34 -0.07 0.14
C -4.60509 -2.67662 -5.60563 -0.16 0.00 -0.06
C -4.34509 -2.30952 -4.14721 0.25 -0.11 -0.22
C -3.45530 -1.07058 -3.96466 -0.13 0.08 0.28
O -2.07628 -1.28624 -4.20409 -0.04 0.06 -0.10
C -1.69376 -1.29022 -5.56746 0.20 -0.09 0.16
N -3.80163 -3.48077 -3.45214 0.04 0.16 0.16
H -3.75670 -3.18736 -6.06004 0.06 0.03 0.04
H -5.45564 -3.35515 -5.67344 0.03 -0.02 0.03
H -4.83339 -1.79121 -6.20265 0.02 0.00 0.00
H -5.31324 -2.07097 -3.69692 0.04 0.06 0.07
H -3.51950 -0.76562 -2.91627 0.08 -0.02 0.01
H -3.81849 -0.22436 -4.56285 -0.01 -0.07 -0.11
H -2.28068 -0.57936 -6.15554 -0.06 -0.04 -0.01
H -1.77840 -2.29116 -5.99611 -0.09 0.05 -0.13
H -0.64428 -0.99839 -5.61487 -0.02 0.04 0.04
H -3.73879 -3.27678 -2.45790 -0.09 -0.06 0.00
H -2.83248 -3.58755 -3.74235 -0.05 -0.07 -0.06
C 1.41602 6.53848 1.48151 -0.07 0.09 0.14
C 0.50387 6.02895 0.36903 0.33 -0.03 0.02
C 0.47037 4.49769 0.24435 -0.24 -0.03 -0.10
O 1.61048 3.92193 -0.36308 0.00 -0.02 0.15
C 2.73616 3.77236 0.48537 0.05 -0.02 -0.26
N 0.88611 6.67363 -0.89062 -0.13 -0.18 -0.07
H 2.46737 6.51233 1.19728 0.00 -0.07 -0.05
H 1.17692 7.57645 1.71363 0.00 0.00 -0.05
H 1.29241 5.95289 2.39520 0.01 -0.01 -0.01
H -0.51370 6.34771 0.61448 -0.04 -0.07 -0.05
H -0.36654 4.23330 -0.40813 0.04 -0.02 -0.04
H 0.27539 4.02326 1.21698 0.08 0.06 0.06
H 2.44343 3.53273 1.51044 0.00 0.05 0.02
H 3.36009 4.66878 0.47046 0.01 0.01 0.15
H 3.33272 2.94750 0.09520 -0.05 -0.03 0.00
H 0.20881 6.42872 -1.60795 -0.03 0.11 0.03
H 1.74875 6.23838 -1.20873 0.04 0.09 0.05

---

Record 2
78
Properties=species:S:1:pos:R:3:forces:R:3 method="wB97M-V/def2-TZVPD" charge=-1 orbital_gap_ha=0.244 multiplicity=1 homo_energy_ev=-4.63 molar_mass_g_mol=490.4
C 5.45123 -1.25981 -4.00742 0.07 0.95 -0.38
C 5.11862 0.37832 -4.00926 -0.72 4.16 0.25
C 5.60739 1.38372 -2.76585 -1.79 1.61 -2.31
C 5.30818 2.99795 -2.71526 -1.35 -1.66 -3.05
C 4.49092 3.74040 -3.95106 0.59 -4.97 -0.49
C 3.98919 2.75827 -5.19766 1.85 -0.82 3.29
C 4.27729 1.11159 -5.21884 0.94 1.16 1.40
C 3.66009 0.27108 -6.52350 2.02 0.10 1.25
Ga 1.58424 0.57989 -6.71214 0.20 0.32 -0.05
C 0.84930 1.44391 -4.97877 -0.46 0.90 0.74
C -0.77439 1.30979 -4.77496 1.25 2.90 1.72
O -1.34844 0.02191 -5.19534 0.83 -2.28 3.66
C -1.29381 -0.99183 -4.13077 -1.88 1.05 3.95
O -1.72680 -0.85675 -2.87507 2.65 -0.26 -7.38
H 4.61471 -1.83751 -3.40905 1.74 1.15 -1.27
H 5.48345 -1.63758 -5.13496 -0.22 0.87 2.52
H 6.52358 -1.48961 -3.54094 -2.43 0.69 -0.85
H 6.18710 0.92344 -1.84376 -1.24 0.97 -2.14
H 5.64566 3.67435 -1.79742 -0.72 -1.92 -2.15
H 4.23703 4.90362 -3.95406 0.68 -2.89 0.06
H 3.37331 3.23862 -6.09090 1.45 -1.29 2.07
H 3.86092 -0.89001 -6.38491 -0.19 2.45 -0.18
H 4.22605 0.62480 -7.50127 -1.09 -0.65 2.04
H 0.84823 -0.78798 -7.12629 0.13 -0.10 0.14
H 1.43020 1.65110 -7.91794 -0.05 0.05 0.02
H 1.07762 2.61085 -5.06909 -0.59 -2.40 0.33
H 1.47433 1.07361 -4.05295 -1.47 0.63 -1.50
H -0.97946 1.53097 -3.62009 -0.02 -0.84 -2.47
H -1.28198 2.22752 -5.34507 0.81 -2.53 0.86
H -0.87043 -2.06692 -4.42476 -0.97 2.58 0.00
C 4.83090 2.24328 2.68283 0.16 0.12 0.34
C 4.59680 3.07433 1.43138 -0.20 -0.71 -0.14
C 3.32518 2.64989 0.71414 -0.23 0.24 -0.15
O 5.70766 2.92544 0.55103 0.32 0.07 0.08
H 4.94521 1.18244 2.43316 -0.15 0.08 -0.06
H 5.75579 2.55146 3.18196 -0.13 0.03 -0.05
H 4.00045 2.34870 3.38789 0.08 -0.06 -0.06
H 4.53140 4.13423 1.70030 0.20 -0.09 -0.15
H 3.38604 1.60341 0.39461 0.01 0.07 0.12
H 3.17598 3.24809 -0.19107 0.03 -0.08 0.15
H 2.44950 2.76751 1.36006 0.06 -0.07 -0.07
H 5.77344 1.98730 0.30696 -0.15 0.41 0.02
C -0.86974 -2.39536 1.15980 0.23 -0.21 0.16
C -1.44865 -1.01101 1.40475 -0.05 -0.14 -0.69
C -2.84197 -0.87990 0.81055 -0.30 0.13 0.03
O -0.59280 -0.03145 0.82232 0.12 0.09 0.09
H -0.77852 -2.59782 0.08673 -0.17 0.07 0.07
H 0.13796 -2.47129 1.58205 -0.15 0.03 0.03
H -1.49737 -3.17105 1.60952 0.04 0.01 -0.06
H -1.48767 -0.81362 2.48154 0.15 0.14 -0.13
H -2.82075 -1.02861 -0.27498 0.09 -0.09 0.11
H -3.24114 0.12519 0.98365 0.07 -0.13 0.07
H -3.52884 -1.61008 1.24977 0.01 0.04 -0.03
H -0.55217 -0.19894 -0.13387 -0.08 0.07 0.29
C -3.64502 -3.08204 4.53525 -0.20 0.17 0.13
C -2.71888 -3.83268 5.47884 0.20 0.16 -0.73
C -1.28511 -3.34231 5.35461 0.24 0.05 0.27
O -2.76908 -5.22551 5.18095 -0.01 -0.37 0.03
H -3.34663 -3.23195 3.49157 0.14 0.03 0.07
H -4.67116 -3.45382 4.62662 0.14 0.10 0.06
H -3.64100 -2.00865 4.74899 -0.09 -0.16 -0.09
H -3.06321 -3.70559 6.51096 0.01 -0.24 -0.12
H -0.90295 -3.50144 4.33994 -0.14 0.10 0.01
H -0.62782 -3.89975 6.03043 -0.13 0.10 -0.03
H -1.21020 -2.27674 5.59295 0.03 -0.10 -0.07
H -2.46502 -5.34786 4.26630 -0.13 0.13 0.40
C -7.43894 1.06793 4.99280 0.05 0.34 0.16
C -6.42019 0.26089 4.20388 -0.61 -0.28 0.09
C -7.07191 -0.46706 3.03899 0.15 -0.06 -0.33
O -5.79975 -0.68884 5.06660 0.11 -0.08 0.18
H -8.21163 0.41668 5.41659 0.02 -0.02 -0.17
H -6.95802 1.57649 5.83518 -0.02 -0.03 -0.17
H -7.92312 1.81870 4.36050 0.01 -0.08 0.09
H -5.63439 0.92577 3.82914 0.04 -0.22 0.17
H -7.83163 -1.17281 3.39346 -0.02 0.15 0.06
H -6.32918 -1.05347 2.48764 -0.06 0.16 0.06
H -7.54506 0.23760 2.34801 0.02 -0.11 0.05
H -6.49005 -1.28347 5.40409 0.28 0.28 -0.19

---

Record 3
92
Properties=species:S:1:pos:R:3:forces:R:3 method="wB97M-V/def2-TZVPD" charge=-1 orbital_gap_ha=0.152 multiplicity=1 homo_energy_ev=-2.56 molar_mass_g_mol=820.5
Rb -1.45692 0.53943 -0.37260 -1.46 -0.49 -0.94
C -0.65287 3.60192 3.67473 0.00 0.01 0.04
N -0.94351 2.22227 3.32241 -0.13 0.08 -0.06
C -2.38262 1.90826 3.25026 0.05 -0.05 -0.02
P 0.15625 1.32047 2.55852 0.22 -0.08 0.05
O -0.32720 0.10603 1.88370 0.43 0.04 0.70
O 0.86913 2.35456 1.50733 0.02 0.02 -0.03
P 1.47430 2.38704 0.03543 -0.20 -0.05 -0.06
O 0.81287 1.59785 -1.01609 0.73 0.38 0.05
N 1.38691 3.99902 -0.27994 0.13 0.03 0.03
C 1.66548 5.03957 0.68847 -0.03 0.04 0.05
C 1.28213 4.46190 -1.65301 -0.06 0.03 -0.03
N 3.01877 1.83229 0.29367 0.10 0.02 0.07
C 3.74736 1.30138 -0.84628 0.03 -0.05 -0.03
C 3.86497 2.50506 1.26335 0.03 0.02 0.02
N 1.41107 1.09498 3.63511 -0.01 -0.06 0.10
C 2.41687 0.13764 3.17749 0.08 0.01 -0.06
C 1.06819 0.85115 5.03252 -0.02 0.03 0.05
H -1.12035 3.83084 4.63559 0.00 0.02 -0.01
H -1.05703 4.28303 2.92029 0.01 0.02 0.01
H 0.42119 3.76296 3.77149 0.01 -0.01 -0.01
H -2.80716 2.03297 4.24857 -0.05 0.01 0.01
H -2.54440 0.88651 2.91358 0.01 0.01 0.02
H -2.87990 2.56000 2.52675 -0.02 0.00 0.05
H 1.67537 4.63467 1.69721 0.01 -0.01 0.00
H 0.88270 5.80154 0.64478 0.00 0.00 -0.01
H 2.62865 5.52558 0.49293 -0.01 0.00 0.00
H 1.02318 3.63163 -2.30373 0.00 -0.02 -0.01
H 2.22097 4.91333 -1.99385 0.00 0.01 -0.01
H 0.48908 5.20964 -1.72629 0.00 0.01 0.00
H 3.05352 0.81387 -1.52391 -0.03 -0.01 -0.01
H 4.46485 0.55310 -0.49997 0.01 0.01 0.01
H 4.29956 2.08582 -1.38123 0.00 -0.01 -0.03
H 3.28958 2.79508 2.14152 -0.03 0.00 0.00
H 4.34974 3.39500 0.84158 0.00 0.01 0.01
H 4.64800 1.81863 1.59480 0.00 0.00 -0.02
H 2.62187 0.26845 2.11637 -0.02 0.01 -0.02
H 2.07775 -0.89172 3.33512 0.02 -0.01 -0.01
H 3.34377 0.29651 3.73383 -0.01 -0.01 0.01
H 0.32223 1.56234 5.37586 -0.01 0.01 -0.01
H 1.97041 0.97099 5.63606 0.00 -0.01 0.00
H 0.68142 -0.16288 5.18695 -0.01 -0.01 0.02
C -3.64572 -2.19276 -1.97846 0.11 -0.01 -0.05
N -3.45082 -3.35922 -1.14352 0.10 0.00 -0.04
C -4.42511 -3.66099 -0.11107 -0.14 -0.14 0.12
C -3.76824 -4.86270 0.55353 -0.07 0.01 -0.07
N -2.34113 -4.59885 0.37567 0.11 0.04 0.07
C -1.49843 -5.78066 0.39958 -0.03 -0.06 -0.04
C -2.19195 -3.67381 -0.67593 -0.15 0.06 0.12
N -1.14728 -3.13030 -1.15530 0.16 -0.24 -0.19
C 0.18799 -3.40144 -0.67594 -0.17 0.16 0.05
C 0.95524 -2.07938 -0.73952 -0.05 -0.02 0.00
N 0.93849 -1.47896 -2.05219 -0.07 -0.07 0.01
C 1.94919 -1.36940 -2.79547 0.14 0.07 0.01
N 1.89559 -0.67855 -4.01262 -0.04 -0.07 -0.01
C 0.81015 0.25463 -4.21149 -0.02 0.08 -0.03
C 3.22974 -0.24957 -4.36132 0.03 -0.01 -0.05
C 4.08558 -1.34950 -3.74606 0.02 0.03 -0.02
N 3.28227 -1.78527 -2.61900 -0.02 0.09 0.12
C 3.59957 -3.07125 -2.03573 0.00 -0.12 -0.05
H -4.56452 -2.32243 -2.55081 -0.04 0.04 0.02
H -2.80230 -2.11982 -2.66438 -0.04 0.01 0.03
H -3.72566 -1.28131 -1.37559 -0.07 -0.03 -0.02
H -5.39490 -3.90502 -0.54800 0.00 -0.01 -0.01
H -4.55328 -2.81606 0.57576 0.01 -0.06 -0.06
H -4.05481 -5.79096 0.03790 0.03 0.00 0.00
H -4.01838 -4.95709 1.61106 0.00 0.01 -0.01
H -1.96045 -6.51248 1.06296 0.02 0.02 0.01
H -0.50060 -5.57736 0.78149 -0.01 0.02 -0.02
H -1.40376 -6.23839 -0.59430 -0.01 -0.01 0.01
H 0.67653 -4.17229 -1.28893 -0.01 0.02 -0.01
H 0.22220 -3.73167 0.37040 -0.01 0.01 0.00
H 1.95761 -2.16620 -0.29790 -0.02 -0.07 -0.04
H 0.37679 -1.43432 -0.07859 0.24 0.18 0.11
H -0.12081 -0.21466 -3.90562 0.01 -0.02 0.00
H 0.75112 0.51725 -5.26878 0.01 0.00 0.01
H 0.94224 1.16490 -3.61361 -0.01 0.00 0.01
H 3.46907 0.73184 -3.92138 -0.01 -0.02 0.01
H 3.35643 -0.17427 -5.44307 0.01 0.00 0.02
H 5.06430 -0.98191 -3.42718 0.00 -0.03 -0.01
H 4.24311 -2.17342 -4.45627 -0.03 0.02 0.00
H 4.23379 -3.63759 -2.72547 -0.01 -0.01 0.01
H 2.69386 -3.65069 -1.86870 0.01 0.01 0.00
H 4.13045 -2.98403 -1.08455 0.01 0.03 0.00
S -9.36220 2.04901 -0.45208 0.15 -0.04 -0.02
C -7.72160 1.83183 -0.16854 -0.23 0.09 0.08
S -6.52541 3.01127 -0.46218 -0.03 0.16 -0.11
C -5.10165 2.14553 0.07393 0.28 -0.12 0.08
C -5.34848 0.88847 0.54192 0.28 0.08 0.01
S -4.25566 -0.32937 1.17501 -0.12 0.19 0.02
S -7.03510 0.41981 0.49900 -0.08 -0.19 0.02
S -3.59919 3.04072 -0.08805 -0.01 -0.06 0.02